Here is C8H18NO3PS in the gas phase at a distorted geometry from OMol25. Energies are from ωB97M-V with the def2-TZVPD basis set.

```
32
Properties=species:S:1:pos:R:3:forces:R:3
S -0.562 1.162 -0.223 0.1503 1.6417 2.8910
P -2.565 -3.415 -1.060 1.9508 0.1782 -0.8609
O -2.175 -1.548 1.260 1.4451 1.7377 -0.4323
O -0.832 2.045 0.900 1.7533 -0.5678 0.7289
O -0.228 -0.443 0.375 -0.7750 1.6738 -0.0511
N -1.805 1.269 -0.996 -1.8432 -1.6140 -3.8855
C -1.813 -0.803 2.467 -0.0436 -0.2473 0.5108
C 1.206 1.588 -0.824 -1.2285 -0.5544 -1.5761
C 1.328 0.618 -1.961 -1.4536 -2.1069 -0.3802
C 2.135 1.260 0.316 -1.3971 -1.1756 0.2870
C 1.260 3.118 -1.265 -0.5073 -2.1354 1.7188
C -1.212 -2.142 -0.804 -1.4977 -0.8816 -0.0951
C -1.270 -1.340 0.236 0.3497 -0.9309 0.8696
C -0.620 -1.482 3.174 -0.7030 0.6196 2.1606
H 0.225 -1.459 2.510 0.3585 -0.6238 -0.2127
H 1.176 -0.421 -1.566 0.6067 0.7510 -0.1662
H -2.321 -3.287 -2.477 -0.3627 -0.4957 0.3920
H -0.902 -2.484 3.627 0.4914 0.9751 -1.1191
H 0.625 3.225 -2.169 0.4727 0.3812 0.7212
H -3.554 -2.475 -1.134 -0.9843 0.6922 0.0580
H -0.416 -1.961 -1.494 0.1427 -0.1500 -0.4825
H 1.772 1.923 1.075 0.3200 0.0245 1.2083
H -0.274 -0.887 4.096 -0.7183 -0.4999 -1.3441
H -2.133 0.733 -1.840 1.0635 0.5746 1.3460
H 2.352 3.281 -1.455 -1.0841 0.3440 0.1356
H 0.534 0.632 -2.735 0.2589 0.7537 0.3488
H 2.125 0.168 0.608 -0.2361 1.3760 -0.2087
H -2.710 -0.822 3.072 -0.1737 -0.3178 0.1614
H -1.657 0.268 2.263 0.2727 -0.5207 -0.2291
H 3.120 1.507 0.051 1.4227 0.4896 -0.4216
H 0.852 3.585 -0.311 0.6648 0.3826 -1.6273
H 2.247 0.635 -2.478 1.2842 0.2263 -0.4456
```
Positions in Å, forces in eV/Å.

The value obtained for the energy above the lowest of the compared OMol25 structures with the same formula, charge and spin is 350.7 kJ/mol. As for the HOMO-LUMO gap: 9.08 eV. The SMILES is CCO/C(=C\P)O[S@@](=N)(=O)C(C)(C)C. The HOMO energy is -0.31222 Eh. The calculated total energy comes out at -36340.1622 eV.